Entry from OMol25: a structure of composition C26H32N4OPtSSi (the ωB97M-V functional and the def2-TZVPD basis).

Computed properties:
- E: -57451.8571 eV
- F_max: 0.0129 hartree/bohr
- 2S+1: 1
- Energy above the lowest of the compared OMol25 structures with the same formula, charge and spin: 47.5 kJ/mol
- HOMO energy: -7.76 eV

The geometry in XYZ format:
```
66
C26H32N4OPtSSi, DFT the ωB97M-V functional and the def2-TZVPD basis
Pt -1.039 0.057 -1.394
C 1.080 3.301 -5.997
C 1.487 3.498 -4.545
N 0.382 3.365 -3.608
C -0.113 2.191 -3.196
S -1.441 2.235 -2.051
N 0.417 1.093 -3.711
N -0.042 -0.020 -3.074
C 0.297 -1.198 -3.508
C 1.088 -1.415 -4.752
C -0.156 -2.316 -2.659
C 0.129 -3.648 -2.909
C -0.455 -4.619 -2.105
C -1.306 -4.241 -1.081
C -1.505 -2.890 -0.844
N -0.928 -1.966 -1.599
H 1.923 3.511 -6.656
H 0.262 3.970 -6.267
H 0.755 2.275 -6.164
H 1.909 4.492 -4.396
H 2.242 2.765 -4.259
H -0.120 4.188 -3.320
H 1.016 -0.536 -5.386
H 0.710 -2.283 -5.292
H 2.145 -1.588 -4.531
H 0.784 -3.919 -3.723
H -0.253 -5.666 -2.291
H -1.795 -4.973 -0.455
H -2.118 -2.506 -0.041
C -2.893 1.389 3.184
C -2.039 0.122 3.317
C -2.946 -1.105 3.164
C -1.395 0.081 4.704
Si -0.772 0.135 1.896
O -1.647 -0.032 0.532
C 0.442 -1.316 2.097
C -0.012 -2.631 1.947
C 0.835 -3.723 2.056
C 2.182 -3.529 2.327
C 2.662 -2.238 2.486
C 1.803 -1.153 2.371
C 0.269 1.707 2.055
C 0.303 2.677 1.055
C 1.062 3.833 1.180
C 1.815 4.053 2.323
C 1.797 3.106 3.338
C 1.036 1.955 3.201
H -3.676 1.401 3.951
H -3.375 1.438 2.206
H -2.291 2.292 3.308
H -3.755 -1.068 3.902
H -2.397 -2.034 3.333
H -3.396 -1.145 2.169
H -2.170 -0.038 5.470
H -0.861 1.004 4.931
H -0.699 -0.755 4.807
H -1.062 -2.806 1.755
H 0.445 -4.727 1.936
H 2.849 -4.377 2.421
H 3.711 -2.074 2.699
H 2.212 -0.157 2.479
H -0.288 2.543 0.162
H 1.057 4.566 0.382
H 2.406 4.954 2.427
H 2.379 3.264 4.238
H 1.053 1.233 4.009
```

Results of the Mulliken charge analysis, in e, for atoms 1 through 2:
1. Pt 0.197
2. C -0.996